Entry 1:
C5H10N2 | wB97M-V/def2-TZVPD

Net charge: 0
Energy relative to the best compared isomer or geometry (same formula, charge and spin) in kcal/mol: 33.2
E_HOMO in eV: -8.844
Kohn-Sham gap in eV: 9.77
E_tot in Ha: -305.970935
Structure (SMILES): C=NC(=C)CCN

CARTESIAN COORDINATES (ANGSTROEM)
N1 1.10711 -1.07053 -0.45204
N2 -1.55690 1.46926 -0.94843
C1 0.49154 -0.18576 0.46259
C2 2.24626 -1.52615 -0.18570
C3 -1.79454 0.06401 -0.63823
C4 1.11188 0.87554 0.96367
C5 -0.97781 -0.41150 0.58177
H1 -1.34279 0.13374 1.45239
H2 -0.85449 1.93084 -0.38632
H3 -1.23048 -1.46331 0.72750
H4 -1.40203 -0.50620 -1.47340
H5 0.64646 1.52049 1.68970
H6 -2.85080 -0.09496 -0.44822
H7 2.76034 -2.18360 -0.87855
H8 2.13623 1.11825 0.70902
H9 2.81381 -1.32054 0.73084
H10 -1.30381 1.65041 -1.90658

Entry 2:
C5H10N2 | wB97M-V/def2-TZVPD

Net charge: 0
Energy relative to the best compared isomer or geometry (same formula, charge and spin) in kcal/mol: 66.3
E_HOMO in eV: -9.027
Kohn-Sham gap in eV: 10.02
E_tot in Ha: -305.918121
Structure (SMILES): C=CC1(N)CNC1

CARTESIAN COORDINATES (ANGSTROEM)
N1 -0.22696 1.81437 0.41947
N2 -1.71858 -1.05618 0.00638
C1 -0.77817 -0.56303 1.00183
C2 2.11017 -0.83036 0.00962
C3 1.18738 0.09238 -0.32534
C4 -1.26309 0.03657 -0.93724
C5 -0.11150 0.41987 0.10194
H1 -1.33131 -1.93179 -0.49385
H2 0.39900 2.12457 1.05402
H3 -0.08366 2.40175 -0.37075
H4 1.42717 0.65819 -1.27682
H5 -0.83862 -0.27383 -1.93211
H6 -1.37824 -0.09874 1.89349
H7 3.08003 -0.88365 -0.50106
H8 -2.17225 0.74419 -1.04527
H9 1.87781 -1.33006 0.86881
H10 -0.17918 -1.32427 1.52687

Entry 3:
C5H10N2 | wB97M-V/def2-TZVPD

Net charge: 0
Energy relative to the best compared isomer or geometry (same formula, charge and spin) in kcal/mol: 46.7
E_HOMO in eV: -9.124
Kohn-Sham gap in eV: 10.18
E_tot in Ha: -305.949478
Structure (SMILES): CC/N=C/[C@H]1CN1

CARTESIAN COORDINATES (ANGSTROEM)
N1 -0.26261 -0.82083 -0.40330
N2 -1.27337 1.58474 0.44513
C1 0.62100 -1.89634 0.01029
C2 -1.61098 2.00268 -0.90507
C3 -0.23944 1.55032 -0.58305
C4 0.29471 0.20085 -0.89968
C5 1.08163 -1.41230 1.40105
H1 -2.23370 1.35478 -1.51683
H2 -1.78178 3.06773 -1.01423
H3 0.21754 -1.02901 1.95937
H4 1.54584 -2.19908 1.99893
H5 1.49630 -2.03918 -0.65006
H6 0.06805 -2.83073 0.09600
H7 1.78898 -0.57856 1.28380
H8 1.30095 0.15058 -1.34023
H9 0.55636 2.28027 -0.45014
H10 -1.56946 0.61408 0.56801

> Which of these has the highest E_HOMO?

number 1

What did the first record say?
C5H10N2 | wB97M-V/def2-TZVPD

Net charge: 0
Energy relative to the best compared isomer or geometry (same formula, charge and spin) in kcal/mol: 33.2
E_HOMO in eV: -8.844
Kohn-Sham gap in eV: 9.77
E_tot in Ha: -305.970935
Structure (SMILES): C=NC(=C)CCN

CARTESIAN COORDINATES (ANGSTROEM)
N1 1.10711 -1.07053 -0.45204
N2 -1.55690 1.46926 -0.94843
C1 0.49154 -0.18576 0.46259
C2 2.24626 -1.52615 -0.18570
C3 -1.79454 0.06401 -0.63823
C4 1.11188 0.87554 0.96367
C5 -0.97781 -0.41150 0.58177
H1 -1.34279 0.13374 1.45239
H2 -0.85449 1.93084 -0.38632
H3 -1.23048 -1.46331 0.72750
H4 -1.40203 -0.50620 -1.47340
H5 0.64646 1.52049 1.68970
H6 -2.85080 -0.09496 -0.44822
H7 2.76034 -2.18360 -0.87855
H8 2.13623 1.11825 0.70902
H9 2.81381 -1.32054 0.73084
H10 -1.30381 1.65041 -1.90658